The following is a DFT calculation (ωB97M-V/def2-TZVPD) of a structure of composition C13H15NO2ReSbSe5Si.

Structure (XYZ):
```
39
Properties=species:S:1:pos:R:3:forces:R:3
Re -0.824194 -1.476118 0.284536 0.819 0.582 1.473
O 0.750341 -1.225949 3.874951 0.111 0.005 0.082
C 0.680583 -1.498656 2.718651 -0.344 -0.193 -0.158
O -0.391487 -2.029778 2.131734 -0.322 -0.469 0.078
C 1.776391 -1.296934 1.727999 -0.032 0.119 -0.092
C 3.066569 -1.152844 2.215196 -0.011 0.026 0.015
C 4.082823 -1.042866 1.312679 0.037 0.001 0.002
C 3.787981 -1.060383 -0.059569 0.015 0.000 -0.005
C 4.846568 -0.964693 -0.995529 0.014 0.007 0.021
C 4.604294 -0.972181 -2.334134 -0.013 0.002 -0.032
C 3.273807 -1.069821 -2.775656 0.017 0.010 0.013
C 2.233767 -1.159430 -1.889869 -0.023 0.017 0.014
C 2.437772 -1.170917 -0.500086 0.002 0.032 0.056
N 1.409801 -1.296372 0.440021 -0.010 -0.024 -0.111
H 3.209543 -1.150752 3.286114 -0.003 0.001 -0.003
H 5.112807 -0.949754 1.633886 -0.003 0.000 0.001
H 5.856014 -0.886285 -0.612985 -0.001 0.000 -0.001
H 5.413125 -0.902716 -3.047497 -0.001 -0.001 0.001
H 3.060549 -1.076933 -3.836506 0.000 0.004 0.005
H 1.252287 -1.238844 -2.314356 0.028 0.009 -0.002
Se -3.292131 -2.110770 -2.981526 0.529 0.481 -0.103
Sb -2.315625 -4.029724 -1.928538 0.532 -0.684 0.725
Se -0.895067 -1.431325 -2.004287 -0.978 -0.187 -1.694
Se -2.298469 -3.355054 0.526355 0.054 -0.072 -0.040
Se -0.935098 -5.826836 -2.377046 -0.360 0.077 -0.221
C -4.963249 2.176077 0.523550 -0.132 0.060 -0.008
Si -3.326971 2.979422 0.515578 0.184 -0.403 0.000
C -2.583518 3.523848 2.086879 -0.009 0.135 0.077
C -2.564304 3.464662 -1.067274 -0.013 0.122 -0.080
Se -1.914787 0.365511 0.815152 -0.080 0.336 -0.021
H -5.735929 2.955395 0.517447 0.003 -0.010 0.001
H -5.111549 1.579230 1.423881 -0.012 0.005 -0.001
H -5.113296 1.560357 -0.363316 -0.014 0.002 0.005
H -2.988353 4.514403 2.332286 0.007 -0.008 0.008
H -1.500754 3.625352 2.011706 -0.002 0.006 0.010
H -2.841970 2.856193 2.909419 -0.002 0.012 0.007
H -2.953812 4.450408 -1.352382 0.007 -0.010 -0.006
H -2.822892 2.769911 -1.866474 0.006 0.010 -0.004
H -1.481567 3.555173 -0.981006 -0.002 0.001 -0.009
```
Forces are in eV/Å.

## Properties
gap between HOMO and LUMO = 6.5 eV
charge = +2
energy relative to the best compared isomer or geometry (same formula, charge and spin) = 4.05 kcal per mole
2S+1 = 1
largest force on an atom = 1.97 eV/A